{
  "formula": "C36H36ClO12",
  "method": "ωB97M-V with the def2-TZVPD basis set",
  "total_charge": -1,
  "species": ["Cl", "O", "O", "O", "O", "O", "O", "O", "O", "O", "O", "O", "O", "C", "C", "C", "C", "C", "C", "C", "C", "C", "C", "C", "C", "C", "C", "C", "C", "C", "C", "C", "C", "C", "C", "C", "C", "C", "C", "C", "C", "C", "C", "C", "C", "C", "C", "C", "C", "H", "H", "H", "H", "H", "H", "H", "H", "H", "H", "H", "H", "H", "H", "H", "H", "H", "H", "H", "H", "H", "H", "H", "H", "H", "H", "H", "H", "H", "H", "H", "H", "H", "H", "H", "H"],
  "xyz": [[1.172, -0.619, 0.639], [-2.029, -4.048, -5.626], [-1.223, -2.764, -0.235], [-0.972, -1.064, 2.908], [4.012, 0.196, 1.582], [-0.629, -4.527, 7.253], [-1.439, 1.115, -1.135], [6.933, 4.313, -1.020], [2.651, -1.277, -2.030], [1.326, 0.572, -7.206], [-2.187, 4.936, 5.302], [0.078, 2.391, 0.918], [-6.766, 0.226, -1.183], [-2.258, -4.263, -1.835], [-1.450, -3.132, -1.551], [-0.984, -1.865, 3.928], [-0.226, -4.053, 4.988], [6.107, 1.204, 0.865], [-1.425, 4.224, 4.329], [1.939, 0.978, -4.906], [-1.580, -2.613, 6.402], [-3.375, 1.128, 0.195], [6.741, 2.291, 0.277], [-0.681, 3.125, 4.554], [-3.424, 1.426, -2.186], [-0.111, 2.475, 3.334], [-1.531, -1.473, 5.205], [1.621, 0.107, -5.965], [4.792, 3.263, -0.523], [6.136, 3.306, -0.424], [-4.915, 0.849, 0.283], [2.303, -1.758, -4.414], [-4.780, 1.171, -2.211], [-2.445, -4.633, -3.316], [-5.554, 0.768, -1.024], [4.658, 1.151, 0.844], [4.142, 2.044, 0.133], [-0.395, -3.168, 3.864], [-1.797, -3.823, -4.340], [-1.664, 4.796, 3.119], [2.447, -0.864, -3.386], [-0.962, -2.327, -2.622], [-0.434, 2.972, 1.965], [-1.305, -2.635, -3.935], [-2.701, 1.343, -1.006], [-0.781, -3.666, 6.194], [-1.187, 4.151, 1.951], [1.853, -1.206, -5.774], [2.359, 0.533, -3.610], [-3.030, -5.456, -3.488], [-2.931, 0.923, 1.163], [-0.462, -1.606, -2.292], [-0.473, 2.781, 5.519], [-2.175, -5.070, -5.652], [6.376, 4.878, -1.475], [7.828, 2.286, 0.245], [1.829, -2.059, -6.529], [2.340, -2.821, -4.217], [-5.276, 0.536, 1.061], [-3.110, 1.680, -3.177], [-0.662, -1.859, -4.587], [-5.390, 1.000, -3.117], [0.787, -0.013, -7.682], [3.028, 2.351, 0.087], [4.375, 4.131, -1.103], [1.917, 1.971, -5.144], [0.015, -5.100, 6.908], [-0.937, 1.070, -0.368], [-2.151, 5.798, 3.081], [2.666, 1.277, -2.822], [-0.480, -2.113, -0.034], [-2.426, 4.200, 6.133], [2.192, -0.885, -1.234], [3.245, -0.102, 1.028], [-1.205, 4.532, 0.980], [0.527, 1.597, 0.854], [-7.138, 0.015, -0.274], [-0.277, -1.201, 2.152], [-1.962, -0.516, 5.489], [0.587, 1.489, 3.434], [6.594, 0.654, 1.561], [-2.853, -4.865, -1.045], [0.074, -3.640, 2.932], [-1.931, -2.263, 7.255], [0.426, -4.880, 4.792]],
  "forces_ev_per_angstrom": [[-0.360, 0.078, -0.092], [-0.257, -3.838, -2.080], [0.410, -0.009, 0.033], [0.801, 1.818, -3.154], [-0.201, 0.035, -1.086], [-0.669, 0.631, 0.847], [2.452, 0.253, -3.134], [1.190, -2.863, 2.220], [0.505, -0.662, -1.524], [0.732, 2.419, 0.510], [-0.175, -4.007, 4.084], [-1.552, 3.363, -3.026], [-1.987, -0.505, 1.243], [-0.622, -0.659, -2.767], [-0.228, -0.037, -0.149], [-0.058, -1.744, 3.743], [-0.612, 3.519, -3.202], [-2.299, 3.111, -1.241], [-2.517, 2.009, 1.399], [0.581, -2.369, 1.999], [2.063, 4.421, -8.323], [-4.511, -0.751, 0.439], [1.884, -1.965, 0.534], [1.911, -1.962, -4.503], [-2.742, 0.365, -0.807], [-0.126, -0.611, 0.290], [0.307, -4.521, 1.596], [0.959, -0.419, 0.697], [-0.247, -1.687, 0.527], [0.127, 1.077, -1.048], [7.314, 4.001, -12.811], [-1.561, 1.827, -2.496], [-2.466, -1.534, 1.992], [3.247, 4.145, 3.551], [4.173, 1.146, 2.015], [5.013, -4.542, 3.409], [-6.315, 10.137, -5.750], [1.166, -2.326, 0.686], [-3.177, -1.465, 3.758], [0.746, 0.088, -3.015], [-0.478, 1.114, 3.085], [-5.640, -7.695, -0.579], [0.535, -0.918, 7.004], [4.952, 4.155, -0.217], [-3.007, -1.069, 1.874], [-0.579, -1.552, 1.075], [0.718, -0.386, 0.927], [1.714, -4.879, 2.970], [-0.410, 0.726, -2.105], [-1.310, -1.919, -0.808], [0.701, 0.240, -0.273], [4.235, 6.485, 1.724], [0.291, -0.670, 1.199], [0.232, 2.792, -0.483], [-1.755, 1.769, -1.428], [0.021, 0.090, 0.419], [-0.346, 1.698, 0.613], [0.067, 0.026, -0.216], [-3.946, -3.172, 8.469], [1.320, -0.074, -0.094], [-2.086, -2.084, 0.501], [0.827, 0.597, 0.176], [-1.053, -1.427, -0.793], [1.409, -1.656, 0.332], [-0.714, -1.429, 0.804], [-0.149, 2.682, -0.271], [1.362, -1.779, 0.043], [1.107, -0.008, 2.445], [0.226, -1.177, -0.087], [-0.566, -1.003, -0.903], [-1.025, -0.900, -1.115], [1.169, 3.323, -3.665], [-0.045, 0.191, -1.563], [0.219, 0.107, 0.913], [-0.772, 1.208, -1.392], [1.664, -3.034, 1.205], [0.670, 0.370, -1.757], [-1.271, -0.017, 1.916], [0.062, -0.127, -0.588], [-1.852, 2.583, -0.198], [1.721, -2.156, 1.535], [1.392, 1.159, -1.381], [-0.865, 1.474, 0.997], [-1.588, 1.001, 3.894], [-0.051, -0.626, 0.433]]
}

{
  "formula": "C36H36ClO12",
  "method": "ωB97M-V with the def2-TZVPD basis set",
  "total_charge": -1,
  "species": ["Cl", "O", "O", "O", "O", "O", "O", "O", "O", "O", "O", "O", "O", "C", "C", "C", "C", "C", "C", "C", "C", "C", "C", "C", "C", "C", "C", "C", "C", "C", "C", "C", "C", "C", "C", "C", "C", "C", "C", "C", "C", "C", "C", "C", "C", "C", "C", "C", "C", "H", "H", "H", "H", "H", "H", "H", "H", "H", "H", "H", "H", "H", "H", "H", "H", "H", "H", "H", "H", "H", "H", "H", "H", "H", "H", "H", "H", "H", "H", "H", "H", "H", "H", "H", "H"],
  "xyz": [[13.031, 39.011, 6.653], [12.330, 35.930, 6.449], [6.095, 37.510, 2.473], [20.262, 35.216, 7.353], [10.390, 40.095, 4.955], [9.554, 45.138, 10.154], [19.309, 42.915, 4.819], [7.908, 34.834, 9.728], [14.045, 39.605, 3.612], [16.447, 35.261, 1.295], [12.158, 40.207, 9.665], [15.127, 41.557, 8.067], [15.010, 36.935, 8.460], [15.892, 37.570, 1.167], [7.186, 38.149, 3.049], [9.036, 35.073, 8.898], [10.150, 43.993, 10.032], [16.895, 35.733, 8.959], [14.428, 38.553, 2.929], [14.075, 37.233, 3.358], [17.216, 42.779, 7.940], [18.350, 43.103, 7.008], [11.129, 34.343, 7.644], [19.062, 35.698, 7.608], [9.354, 39.357, 4.400], [18.347, 42.626, 5.731], [17.356, 41.809, 5.273], [16.209, 41.943, 7.459], [16.230, 36.487, 8.010], [15.649, 36.249, 1.664], [7.149, 39.558, 3.196], [11.537, 41.395, 9.710], [8.188, 40.127, 3.967], [9.434, 37.968, 4.247], [15.326, 38.716, 1.836], [18.271, 36.532, 6.652], [11.171, 35.598, 7.082], [8.351, 37.342, 3.475], [9.217, 36.341, 8.373], [14.767, 36.055, 2.749], [18.304, 35.289, 8.789], [10.129, 42.914, 10.999], [10.188, 36.577, 7.419], [16.865, 36.957, 6.859], [10.686, 41.682, 10.850], [10.967, 43.718, 8.914], [16.269, 41.424, 6.185], [11.685, 42.359, 8.721], [9.968, 33.964, 8.662], [7.099, 35.427, 9.751], [9.677, 43.187, 11.819], [9.550, 45.537, 11.047], [16.601, 37.779, 0.552], [17.092, 43.052, 8.957], [20.187, 43.143, 5.217], [8.475, 37.144, 8.512], [10.662, 41.108, 11.590], [6.336, 40.290, 2.877], [12.292, 42.246, 7.647], [14.233, 35.175, 3.160], [15.708, 39.741, 1.609], [10.222, 37.458, 4.486], [11.193, 44.235, 8.139], [10.119, 37.532, 7.080], [17.227, 35.540, 0.810], [11.285, 39.556, 4.944], [12.576, 40.043, 8.676], [19.130, 43.563, 7.551], [18.933, 36.894, 5.907], [8.177, 41.022, 4.039], [17.144, 41.469, 4.190], [14.302, 41.104, 7.676], [10.018, 33.065, 9.219], [18.920, 34.810, 9.433], [14.546, 37.327, 7.711], [5.413, 38.114, 2.127], [20.402, 34.350, 7.849], [13.812, 39.476, 4.570], [11.858, 33.529, 7.423], [16.560, 37.301, 6.080], [8.459, 36.391, 3.395], [15.465, 40.763, 5.655], [16.443, 35.472, 9.898], [12.762, 36.887, 6.463], [13.187, 37.096, 4.000]],
  "forces_ev_per_angstrom": [[0.256, 0.165, -0.123], [1.513, 1.240, -1.414], [0.190, -0.454, -0.194], [2.242, -1.819, 0.204], [1.518, -1.682, -0.414], [-1.848, 3.543, 0.891], [2.300, 0.699, -0.483], [-0.218, -0.241, 0.294], [-0.876, 2.471, 1.260], [0.804, -2.503, -0.838], [1.423, -1.046, -3.038], [-3.801, -0.400, 4.016], [0.121, -0.416, -0.876], [-5.547, -0.293, 6.239], [1.096, -0.660, 0.038], [-0.087, -2.440, 0.975], [4.071, -5.123, -1.531], [4.290, -1.481, -0.211], [1.262, -3.140, -0.402], [1.544, -0.774, -2.739], [1.044, -0.763, -2.962], [-3.592, -1.247, 3.678], [-3.444, -2.320, 3.079], [-7.130, 1.285, 0.928], [-0.680, 1.006, -0.089], [0.736, 0.104, -0.193], [-4.708, -2.092, 0.253], [0.270, -0.705, -2.827], [-0.105, 0.881, 0.956], [-0.462, 2.940, 1.435], [1.083, -0.081, 1.653], [-0.637, 0.878, -0.333], [1.285, -12.430, -1.765], [-7.168, 3.571, -3.772], [0.228, -1.101, 0.132], [0.180, -1.324, 3.353], [0.470, 1.674, 1.318], [-1.069, 8.812, 1.818], [-0.306, -0.228, -1.427], [-3.131, 2.906, 1.035], [-2.569, 3.629, -4.519], [1.337, 1.006, -4.814], [0.168, -2.805, 1.544], [7.989, -6.447, 8.119], [1.912, 4.951, -6.948], [-0.071, -6.883, 4.666], [2.332, 0.102, -5.125], [-1.153, 2.857, -0.965], [1.441, 5.371, -3.310], [2.238, -0.508, -0.798], [-2.612, 0.818, 4.694], [0.104, -0.736, -0.618], [4.407, 0.832, -4.210], [0.577, 0.690, 0.741], [-1.439, -0.261, -0.239], [0.374, -0.579, 0.305], [-0.241, -5.225, 5.935], [0.909, -1.587, 0.219], [-1.649, 0.055, 3.290], [1.450, -0.137, -0.760], [-0.556, -0.997, 0.025], [4.472, -2.984, 1.550], [0.753, 4.360, -4.626], [0.779, 2.568, -1.515], [-0.208, 0.323, -0.027], [-2.593, 1.385, 0.337], [-1.541, 0.327, 3.267], [1.090, 0.821, -0.283], [-0.275, 0.486, -1.364], [0.264, 11.260, 1.342], [1.191, 0.693, 1.842], [2.703, 0.880, -0.201], [-0.341, -0.714, 0.190], [0.986, -1.801, 2.738], [-0.329, 0.390, 0.076], [0.841, -0.044, 0.441], [-0.354, 1.842, -0.905], [0.100, -0.529, -0.896], [-0.456, 1.116, 0.223], [-4.610, 4.865, -8.504], [-0.125, -6.098, -1.022], [1.364, 1.309, 1.665], [-0.450, 0.048, 0.048], [-2.260, -1.993, 0.479], [0.931, -0.066, -0.010]]
}

Summary of highest occupied orbital energy in eV
-5.37 -5.60
(order as listed above)
Summary of ΔE to the lowest compared entry with this formula, charge and spin in eV
0.6396 1.6538
(order as listed above)
Summary of HOMO-LUMO gap in eV
7.7 7.9
(order as listed above)